No. 1
A 2-piece molecular cluster, C7H17N overall in a non-equilibrium geometry. Source: OMol25; level of theory: ωB97M-V/def2-TZVPD.

Cartesian coordinates (Å):
C: -2.618 -0.176 0.914
C: -3.282 -0.109 -0.449
C: -1.127 -0.506 0.916
N: -0.407 0.518 0.207
C: 3.282 -0.559 0.039
C: 1.902 -0.248 0.557
C: 0.800 0.174 -0.410
C: 1.265 1.207 -1.436
H: -2.822 0.786 1.386
H: -3.074 -0.909 1.586
H: -3.153 0.883 -0.902
H: -2.844 -0.800 -1.174
H: -4.369 -0.159 -0.497
H: -0.860 -1.548 0.703
H: -0.789 -0.387 1.962
H: 1.263 -1.442 -1.217
H: 3.259 -1.398 -0.674
H: 3.944 -0.881 0.840
H: 3.747 0.287 -0.465
H: 1.502 -1.113 1.110
H: 1.964 0.434 1.412
H: 0.187 -0.728 -0.953
H: 0.362 1.553 -1.946
H: 1.846 0.642 -2.163
H: 1.717 2.107 -1.032

Output
Maximum force ... 0.0560 Eh/bohr
ΔE to the lowest compared entry with this formula, charge and spin ... 4.790 eV
Spin multiplicity ... 2
Frontier orbital gap (spin up / spin down) ... 0.2942 / 0.2991 hartree
Expectation value of S² ... 0.7744
Charge ... +1
Electronic energy ... -9011.82848 eV


No. 2
C42H105N7 as an isolated structure in a non-equilibrium geometry. Source: OMol25; level of theory: ωB97M-V/def2-TZVPD.

Cartesian coordinates (Å):
C: -0.151 4.333 7.106
C: -1.267 3.575 6.392
N: -0.773 2.830 5.216
C: 0.202 1.742 5.575
C: -0.218 0.846 6.692
C: -1.910 2.340 4.350
C: -1.341 1.747 2.973
H: 0.317 5.014 6.395
H: 0.606 3.641 7.476
H: -0.561 4.874 7.958
H: -1.836 2.978 7.105
H: -1.937 4.347 6.013
H: 0.363 1.130 4.688
H: 1.140 2.268 5.756
H: -0.476 1.295 7.650
H: -1.177 0.361 6.509
H: 0.455 0.002 6.845
H: -2.635 3.085 4.023
H: -2.348 1.455 4.813
H: -1.048 0.706 3.109
H: -0.484 2.275 2.554
H: -2.085 1.724 2.176
C: 1.930 -1.241 2.022
C: 2.093 -2.354 3.057
N: 2.202 -1.742 4.373
C: 0.997 -1.092 4.900
C: -0.178 -2.057 5.218
C: 2.929 -2.636 5.325
C: 4.417 -2.654 5.065
H: 0.972 -0.753 2.203
H: 1.838 -1.680 1.028
H: 2.694 -0.471 2.138
H: 1.251 -3.046 3.068
H: 2.956 -2.940 2.742
H: 1.245 -0.593 5.837
H: 0.611 -0.317 4.238
H: 0.166 -2.777 5.960
H: -1.010 -1.503 5.653
H: -0.481 -2.462 4.253
H: 2.573 -3.662 5.234
H: 2.718 -2.298 6.340
H: 4.813 -1.787 4.537
H: 4.665 -3.480 4.398
H: 4.964 -2.923 5.969
C: 0.097 1.037 1.693
C: 0.598 -0.227 0.969
N: 0.448 -0.031 -0.458
C: 1.532 0.701 -1.053
C: 2.748 -0.059 -1.534
C: 0.174 -1.304 -1.131
C: -0.359 -1.076 -2.573
H: 0.650 1.977 1.688
H: -0.044 0.855 2.758
H: -0.925 1.293 1.415
H: 1.556 -0.599 1.330
H: -0.125 -0.954 1.339
H: 1.134 1.132 -1.971
H: 1.869 1.508 -0.402
H: 3.475 0.735 -1.711
H: 3.229 -0.715 -0.808
H: 2.634 -0.780 -2.343
H: -0.683 -1.800 -0.675
H: 0.938 -2.063 -0.959
H: -0.498 -2.089 -2.952
H: 0.292 -0.535 -3.259
H: -1.351 -0.624 -2.594
C: 0.511 -3.693 -6.304
C: 0.439 -2.770 -5.112
N: 1.030 -1.397 -5.295
C: 0.713 -0.474 -4.248
C: 0.681 1.048 -4.609
C: 2.416 -1.384 -5.884
C: 2.347 -1.158 -7.445
H: -0.105 -3.338 -7.130
H: 0.071 -4.663 -6.074
H: 1.528 -3.816 -6.675
H: -0.611 -2.706 -4.828
H: 0.847 -3.219 -4.206
H: 1.437 -0.707 -3.467
H: -0.302 -0.809 -4.036
H: 0.393 0.997 -5.659
H: 1.659 1.530 -4.617
H: -0.011 1.628 -3.999
H: 2.958 -0.570 -5.402
H: 2.796 -2.399 -5.767
H: 2.382 -2.005 -8.130
H: 1.612 -0.492 -7.897
H: 3.313 -0.693 -7.643
C: 1.139 -4.094 1.740
C: 0.546 -2.821 1.096
N: -0.900 -2.883 0.743
C: -1.923 -2.886 1.884
C: -1.763 -1.845 2.961
C: -1.277 -3.945 -0.211
C: -2.166 -3.315 -1.341
H: 1.386 -4.771 0.922
H: 0.399 -4.563 2.388
H: 2.058 -3.831 2.264
H: 0.732 -2.078 1.871
H: 1.072 -2.525 0.188
H: -2.880 -2.554 1.481
H: -2.133 -3.884 2.269
H: -0.975 -2.145 3.651
H: -1.627 -0.828 2.594
H: -2.558 -1.719 3.696
H: -1.892 -4.771 0.145
H: -0.372 -4.322 -0.687
H: -2.497 -4.117 -2.000
H: -1.710 -2.449 -1.821
H: -3.073 -2.913 -0.890
C: -0.720 3.453 -6.368
C: 0.746 3.821 -5.988
N: 1.068 3.122 -4.726
C: 2.494 2.757 -4.584
C: 3.573 3.877 -4.761
C: 0.572 3.806 -3.535
C: 0.523 2.967 -2.242
H: -0.754 2.373 -6.227
H: -0.992 3.743 -7.383
H: -1.364 3.880 -5.599
H: 1.396 3.444 -6.777
H: 0.843 4.907 -5.984
H: 2.634 2.233 -3.638
H: 2.650 2.035 -5.386
H: 3.621 4.547 -3.903
H: 4.484 3.337 -5.017
H: 3.349 4.289 -5.745
H: -0.451 4.143 -3.702
H: 1.077 4.752 -3.343
H: 0.083 1.984 -2.407
H: -0.077 3.447 -1.468
H: 1.541 2.764 -1.910
C: -1.900 -1.106 0.662
C: -2.138 0.115 -0.216
N: -3.154 1.085 0.342
C: -3.204 2.320 -0.378
C: -3.864 3.431 0.503
C: -4.543 0.533 0.491
C: -5.191 0.260 -0.858
H: -2.771 -1.760 0.723
H: -1.747 -0.658 1.644
H: -0.971 -1.613 0.403
H: -1.124 0.508 -0.292
H: -2.472 -0.327 -1.155
H: -2.167 2.545 -0.627
H: -3.606 2.151 -1.378
H: -4.912 3.552 0.228
H: -3.630 3.439 1.568
H: -3.393 4.365 0.195
H: -5.139 1.247 1.059
H: -4.741 -0.235 1.239
H: -5.575 1.112 -1.419
H: -5.879 -0.577 -0.744
H: -4.451 -0.203 -1.511

Output
Maximum force ... 0.3173 Eh/bohr
ΔE to the lowest compared entry with this formula, charge and spin ... 50.035 eV
Spin multiplicity ... 1
Frontier orbital gap ... 0.2390 hartree
Electronic energy ... -55635.50846 eV


No. 3
H8LiNO7 as an isolated structure in a non-equilibrium geometry. Source: OMol25; level of theory: ωB97M-V/def2-TZVPD.

Cartesian coordinates (Å):
Li: 0.573 -0.057 0.116
N: -1.756 0.623 -1.996
O: -0.622 0.200 -1.707
O: -2.278 1.581 -1.281
O: -2.453 -0.001 -2.599
O: 1.999 -0.774 -1.154
H: 1.931 -1.736 -0.995
H: 2.208 -0.738 -2.082
O: -0.991 1.289 1.116
H: -1.555 1.358 0.327
H: -0.701 2.222 1.357
O: -0.535 -1.718 0.898
H: -1.258 -1.244 1.231
H: -0.733 -2.624 0.680
O: 1.814 0.436 1.714
H: 2.247 1.154 1.943
H: 2.110 0.029 2.433

Output
Maximum force ... 0.2082 Eh/bohr
Spin multiplicity ... 1
Frontier orbital gap ... 0.2906 hartree
Electronic energy ... -16154.81881 eV


No. 4
C16H15F5N3O5OsS as an isolated structure. Source: OMol25; level of theory: ωB97M-V/def2-TZVPD.

Cartesian coordinates (Å):
Os: -0.725 -0.622 0.700
O: 0.902 0.317 2.404
C: 2.070 -0.477 2.169
C: 1.713 -1.944 2.054
N: 0.702 -2.196 0.975
C: -0.248 -3.253 1.438
C: -1.071 -2.666 2.586
O: -1.409 -3.297 3.538
O: -1.352 -1.352 2.417
C: 1.346 -2.527 -0.325
C: 0.762 -1.738 -1.495
O: 1.213 -1.845 -2.598
O: -0.234 -0.906 -1.182
H: 0.582 0.174 3.304
H: 2.507 -0.088 1.250
H: 2.794 -0.348 2.974
H: 2.611 -2.532 1.857
H: 1.296 -2.294 2.999
H: -0.929 -3.502 0.621
H: 0.259 -4.160 1.768
H: 2.405 -2.273 -0.288
H: 1.270 -3.593 -0.538
F: 3.280 0.473 -5.543
C: 2.732 0.803 -4.393
C: 3.385 0.486 -3.205
F: 4.542 -0.160 -3.245
C: 2.805 0.825 -2.010
F: 3.427 0.471 -0.887
C: 1.564 1.501 -1.944
S: 0.831 1.891 -0.477
C: 0.937 1.803 -3.177
F: -0.236 2.413 -3.184
C: 1.503 1.454 -4.378
F: 0.895 1.724 -5.525
C: -3.852 3.808 1.591
N: -3.470 2.502 1.050
C: -4.291 1.629 0.369
C: -3.545 0.538 0.083
N: -2.272 0.739 0.580
C: -2.271 1.935 1.160
H: -4.889 3.997 1.332
H: -3.227 4.586 1.162
H: -3.751 3.806 2.674
H: -5.318 1.860 0.148
H: -3.822 -0.359 -0.442
H: -1.421 2.398 1.633

Output
Maximum force ... 0.0149 Eh/bohr
ΔE to the lowest compared entry with this formula, charge and spin ... 0.000 eV
Spin multiplicity ... 5
Frontier orbital gap (spin up / spin down) ... 0.3353 / 0.2391 hartree
Expectation value of S² ... 6.0348
Charge ... +1
Electronic energy ... -58424.85579 eV


No. 5
C2H2FIO as an isolated structure in a non-equilibrium geometry. Source: OMol25; level of theory: ωB97M-V/def2-TZVPD.

Cartesian coordinates (Å):
C: -0.428 -0.046 -0.593
C: 0.521 -0.798 -0.121
O: -0.891 1.609 0.209
F: 0.801 -1.950 -0.746
I: -0.039 1.861 1.920
H: -1.102 -0.050 -1.419
H: 1.137 -0.627 0.750

Output
Maximum force ... 0.0949 Eh/bohr
ΔE to the lowest compared entry with this formula, charge and spin ... 3.249 eV
Spin multiplicity ... 1
Frontier orbital gap ... 0.3096 hartree
Electronic energy ... -14967.73749 eV